# 1
102
Properties=species:S:1:pos:R:3:forces:R:3 method="wB97M-V/def2-TZVPD" e_lumo_ev=-4.69 orbital_gap_ev=6.135 energy_ev=-163502.6521 total_charge=+1
C 2.656917 3.948184 -1.463528 -0.13 0.25 -0.13
C 2.676816 3.014787 -2.668707 0.20 -0.19 0.46
C 1.839300 1.720362 -2.448788 0.95 0.59 -0.51
C 2.826976 0.560038 -2.217781 -0.40 0.47 0.25
C 2.362002 -0.693982 -1.494808 0.69 -0.67 0.06
I 3.921058 -2.204848 -1.984350 -0.09 -0.05 -0.09
N 1.104641 -1.375928 -2.047544 0.07 0.38 0.37
I 0.948693 -1.375922 -4.139608 -0.03 -0.05 -0.10
C -0.118380 -0.949405 -1.284695 -0.31 0.42 0.39
C -1.460829 -1.330267 -1.903649 -0.13 -0.65 -0.05
O -2.012741 -0.359073 -2.750243 0.12 -0.02 0.27
C -2.755828 0.628971 -2.105999 -0.13 0.81 -0.07
C -3.658660 0.350003 -1.089050 0.17 -0.59 0.09
C -4.427904 1.327820 -0.475986 0.12 0.08 -0.04
C -5.399123 0.932961 0.605285 0.13 -0.28 -0.45
C -4.289137 2.641514 -0.919692 -0.12 -0.49 0.13
C -3.398882 2.915745 -1.941259 -0.21 0.22 0.03
C -2.621150 1.940071 -2.559162 0.43 0.14 0.16
C -1.720382 2.326562 -3.712226 -0.90 0.17 -0.81
C -0.939047 3.617196 -3.460848 -0.37 -0.22 0.29
C -2.632336 2.535769 -4.962956 0.24 -0.87 0.22
C 0.032384 -1.554340 0.113576 -0.50 -0.24 0.43
C -0.386797 -3.027964 0.248267 0.28 0.17 0.77
C -0.561051 -3.321824 1.728773 -0.16 -0.11 -0.25
C -1.852171 -3.273805 2.255348 -0.06 -0.03 -0.09
C -2.092883 -3.490179 3.599772 0.44 0.18 -0.20
C -1.006700 -3.749227 4.434634 -0.67 -0.03 0.06
C 0.268708 -3.829183 3.914540 0.21 0.60 0.06
C 0.509267 -3.597510 2.560918 -0.31 0.18 0.28
O 1.347642 -1.499823 0.637916 0.22 -0.52 -1.11
C 2.278627 -0.598966 0.059394 -0.27 0.96 0.95
C 1.941653 0.818514 0.596736 0.38 -0.12 0.09
C 1.919382 0.857177 2.134595 -1.38 0.30 0.05
C 0.725469 1.676469 2.628460 0.60 0.25 0.08
F 3.057357 1.488956 2.623830 0.26 -0.26 0.01
B 3.715860 -0.981268 0.749752 0.38 -0.17 0.06
C 4.971321 -0.041158 0.725746 0.30 -0.29 -0.46
O 3.773315 -2.168527 1.442590 -0.61 0.07 -0.52
H 3.057970 3.474086 -0.567846 0.04 -0.05 0.02
H 3.260425 4.832672 -1.662201 0.06 0.02 0.04
H 1.650151 4.299571 -1.233733 -0.08 -0.07 0.00
H 2.360729 3.537049 -3.567794 -0.12 0.06 -0.01
H 3.723860 2.738788 -2.816687 0.00 -0.05 -0.31
H 1.312604 1.551518 -3.383856 -0.55 -0.20 0.25
H 1.176980 1.921183 -1.615455 -0.34 -0.26 -0.12
H 3.649099 0.955185 -1.622366 0.07 -0.19 0.14
H 3.274793 0.317881 -3.179026 -0.06 -0.17 -0.05
H 1.240161 -2.358542 -1.790983 -0.08 -0.10 -0.25
H -0.137300 0.134451 -1.180880 0.37 0.09 -0.37
H -1.402178 -2.261126 -2.471992 0.17 -0.01 -0.07
H -2.113733 -1.564641 -1.066273 -0.12 0.17 -0.02
H -3.777861 -0.674693 -0.754951 -0.10 0.01 0.01
H -6.372861 0.730768 0.157175 -0.14 0.18 0.09
H -5.494557 1.695578 1.371486 -0.06 0.03 0.05
H -5.076870 -0.011524 1.041482 0.00 0.06 0.26
H -4.902987 3.409169 -0.463651 0.29 -0.11 -0.20
H -3.326932 3.936299 -2.294240 0.05 0.05 0.01
H -1.094209 1.473283 -3.966573 0.34 0.08 0.29
H -1.634730 4.452303 -3.531291 0.05 0.12 0.03
H -0.547980 3.631307 -2.444115 0.40 0.06 -0.07
H -0.173842 3.796165 -4.212267 0.20 -0.11 0.06
H -2.947646 3.569874 -5.066503 -0.04 0.05 -0.08
H -3.509450 1.896810 -4.868206 -0.16 0.12 -0.05
H -2.125747 2.180730 -5.860205 0.10 0.39 -0.16
H -0.626483 -0.980223 0.776706 -0.11 0.15 -0.16
H 0.408361 -3.664251 -0.149737 -0.09 -0.08 -0.21
H -1.343817 -3.245152 -0.217182 0.10 -0.01 -0.32
H -2.685288 -3.065087 1.592393 -0.04 -0.02 -0.02
H -3.103544 -3.419941 3.973549 0.00 -0.08 0.15
H -1.203708 -3.887758 5.488630 0.21 -0.09 0.07
H 1.101529 -4.029815 4.573519 0.03 0.00 0.03
H 1.516407 -3.627528 2.172736 0.05 -0.01 -0.03
H 2.708087 1.520035 0.274824 -0.08 0.14 -0.04
H 0.976044 1.184840 0.256377 -0.02 -0.05 -0.15
H 1.824593 -0.138462 2.571965 0.51 -0.13 -0.06
H -0.178506 1.466168 2.062395 -0.11 -0.09 0.09
H 0.998885 2.726020 2.504038 -0.22 0.09 -0.15
H 0.559115 1.524479 3.691958 -0.09 -0.12 0.01
H 5.149828 0.489568 -0.211394 -0.10 0.13 0.02
H 5.851655 -0.664878 0.893536 0.07 0.02 0.04
H 4.964035 0.696835 1.527858 -0.21 0.00 0.06
H 4.363424 -2.805273 1.029067 0.34 -0.02 0.48
C -5.046075 5.699431 1.916039 -0.01 0.03 -0.02
Cl -5.860357 5.395704 0.371267 -0.17 0.36 0.13
Cl -4.780478 4.206505 2.823963 -0.09 -0.06 -0.02
H -4.085769 6.157031 1.716385 0.03 -0.05 -0.02
H -5.664001 6.361652 2.508887 -0.07 -0.05 0.00
C -2.022139 7.517944 4.249786 0.11 0.04 0.05
Cl -1.913122 5.918917 3.495709 0.14 0.09 0.05
Cl -3.625369 8.236380 4.061470 0.00 0.01 0.00
H -1.813572 7.412027 5.307230 -0.06 -0.05 0.01
H -1.294937 8.170454 3.782525 -0.03 0.00 -0.06
C 2.111464 -7.745695 2.503653 -0.12 -0.09 0.06
Cl 3.848275 -7.421853 2.400973 0.04 -0.03 -0.02
Cl 1.229868 -6.368556 3.187198 0.26 -0.73 -0.22
H 1.738642 -7.934656 1.504231 0.04 0.06 -0.03
H 1.959168 -8.614112 3.133341 0.05 0.04 0.07
C 4.580605 -9.659595 -0.759573 0.10 -0.03 0.07
Cl 4.666182 -11.273022 -1.463959 0.02 0.01 0.01
Cl 2.989457 -8.916525 -1.002252 -0.03 0.06 -0.01
H 4.763839 -9.731191 0.305855 -0.07 -0.01 0.01
H 5.326428 -9.032462 -1.232267 -0.04 0.01 -0.06


# 2
120
Properties=species:S:1:pos:R:3:forces:R:3 method="wB97M-V/def2-TZVPD" e_lumo_ev=-0.82 orbital_gap_ev=9.248 energy_ev=-210463.6334
C -1.259622 -0.345023 -5.542329 0.53 0.74 -0.62
C -1.024272 -1.022323 -4.226759 -0.61 -0.46 0.60
O -2.358932 -1.115163 -3.678899 0.49 -0.72 0.72
C -3.277712 -0.776423 -4.584529 -3.20 0.24 0.63
O -4.498772 -0.858923 -4.433909 3.29 0.01 -0.22
O -2.694722 -0.257673 -5.655989 1.05 0.12 -1.20
H -0.778232 -0.936933 -6.320799 -0.75 -0.18 -0.39
H -0.772722 0.625247 -5.640459 -0.59 0.37 0.27
H -0.387842 -0.523683 -3.495729 -0.08 0.14 -0.18
H -0.633422 -2.015223 -4.449209 -0.11 -0.21 0.56
C 0.878808 0.141447 0.357961 1.57 -1.11 -2.48
C 0.177238 -0.963173 -0.455979 2.47 -2.35 1.42
O -1.110462 -0.528273 -0.684999 -0.28 -1.22 -1.08
C -1.285192 0.564067 -0.030919 -3.14 4.03 1.77
O -2.383802 1.100597 0.123211 2.70 -0.92 -0.35
O -0.116502 1.100607 0.473601 -1.76 0.06 0.30
H 1.657858 0.480677 -0.324759 0.19 0.64 0.44
H 1.364328 -0.224423 1.262681 -0.62 0.37 0.34
H 0.198078 -1.862283 0.159871 -0.68 -0.13 0.11
H 0.725488 -1.313023 -1.330709 -0.31 0.77 -0.54
C -4.666392 3.474417 1.848431 -0.64 -2.31 0.02
C -4.681342 4.237417 3.136561 1.19 0.29 -0.48
O -5.490512 5.343517 2.809551 -0.22 0.49 0.88
C -5.982272 5.252067 1.572501 -1.51 1.35 -1.38
O -6.779662 6.055957 1.135931 1.30 -1.41 0.37
O -5.483532 4.180917 0.882181 0.71 0.68 1.58
H -5.143612 2.511717 2.031661 0.20 -0.24 -0.56
H -3.606512 3.340797 1.631881 -0.40 -0.13 -1.25
H -3.623142 4.492337 3.194291 -0.19 0.95 1.07
H -4.962132 3.695327 4.039551 -0.40 0.23 -0.21
C -2.435312 -0.271613 3.130251 0.07 -1.41 0.37
C -2.519532 -0.987483 4.485181 0.30 -2.15 -1.67
O -3.183052 -0.080213 5.291691 -0.85 -1.26 2.31
C -2.997502 1.093837 4.838781 -0.85 5.70 -0.23
O -3.282782 2.177567 5.377421 0.92 -3.12 -1.33
O -2.491902 1.031587 3.578651 0.20 2.59 0.24
H -3.273352 -0.478323 2.464621 0.12 -0.11 -0.05
H -1.473232 -0.454673 2.651731 -0.14 -0.05 -0.17
H -1.519272 -1.183303 4.871471 -0.05 -0.12 0.20
H -3.122912 -1.892163 4.410431 0.27 -0.05 0.19
C -1.932332 -5.805503 -0.129579 -0.56 -1.31 -1.13
C -1.082262 -4.737423 -0.701389 2.41 -1.03 0.00
O -1.455392 -3.590343 -0.021109 0.21 1.85 -0.52
C -2.376042 -3.871403 0.884651 -2.71 4.48 2.23
O -2.909402 -2.990573 1.609951 2.13 -3.43 -2.24
O -2.728382 -5.122653 0.783751 -1.32 -1.11 1.75
H -1.310622 -6.574843 0.328341 -0.48 -0.12 0.23
H -2.565272 -6.216913 -0.915849 -0.17 -0.38 0.35
H -1.107262 -4.734293 -1.791089 -0.07 0.79 0.14
H -0.085972 -4.966583 -0.323239 0.53 0.24 -0.79
C 3.376398 1.448567 -6.220579 0.13 -1.01 0.37
C 3.552888 -0.026153 -5.805109 -0.62 0.85 -0.77
O 3.145598 -0.060933 -4.441349 0.29 -0.60 0.28
C 2.752548 1.139187 -3.989119 -0.71 0.79 1.34
O 2.343508 1.304317 -2.831589 1.22 0.04 -4.00
O 2.879088 2.044247 -5.047059 -0.56 0.33 2.61
H 2.622808 1.583767 -6.996409 0.37 0.12 -0.14
H 4.378848 1.786287 -6.483519 -0.39 0.82 -0.09
H 4.609578 -0.264853 -5.925679 -0.42 -0.71 0.20
H 2.834318 -0.600943 -6.389379 0.52 -0.63 0.11
C -5.538732 -1.792453 -0.784119 -0.21 0.96 0.49
C -5.130552 -0.323093 -0.950109 0.93 -0.77 -1.79
O -5.821712 0.448917 0.041411 -0.57 -1.84 0.48
C -6.301802 -0.467823 0.971471 0.41 0.15 2.31
O -6.731172 -0.184563 2.104511 1.28 -1.04 -4.34
O -6.064232 -1.770983 0.505251 -1.20 1.67 3.20
H -4.627462 -2.389673 -0.752399 -0.35 -0.40 -0.45
H -6.389922 -2.175223 -1.347199 0.67 0.03 -0.98
H -5.257732 -0.058413 -1.999809 -0.81 0.81 0.25
H -4.045182 -0.284503 -0.857509 -0.10 0.45 0.80
C 0.136548 4.275507 3.830271 -1.81 -0.34 -0.48
C 0.298998 3.038537 2.959531 0.19 0.25 1.37
O 1.718618 2.867107 3.076981 0.49 -1.40 -0.79
C 2.299338 3.985677 3.453221 3.73 1.82 1.72
O 3.513258 4.175297 3.688101 -4.26 -0.89 -1.26
O 1.336448 4.927147 3.680531 2.26 0.92 -0.47
H 0.028638 4.089347 4.898821 -0.61 -0.28 -0.08
H -0.667052 4.862127 3.385071 -0.07 0.30 0.62
H 0.003588 3.233507 1.928591 0.10 -0.36 0.05
H -0.178972 2.185817 3.441721 -0.08 -0.09 -0.62
Cl 2.825198 -2.917093 -2.391479 -0.53 -0.16 0.51
C 4.070868 -2.990263 -3.611999 -0.08 0.20 -1.56
C 5.252298 -2.158073 -3.198749 -0.01 -0.06 0.13
Cl 6.312858 -1.891843 -4.629449 0.07 -0.26 0.46
H 3.691518 -2.506263 -4.511959 -0.30 -0.17 0.07
H 4.246198 -4.032003 -3.880579 0.38 0.11 0.32
H 5.792268 -2.642483 -2.385189 0.30 0.26 -0.18
H 4.873478 -1.177623 -2.910079 0.22 -0.11 0.14
Cl 1.379388 -1.003423 3.941851 -0.47 0.64 -0.30
C 2.418718 -2.332193 4.414141 0.59 0.33 0.11
C 1.671958 -3.406953 5.108601 -1.06 -0.82 1.01
Cl 1.050398 -2.952193 6.776911 0.71 -0.06 -0.64
H 3.195098 -1.905043 5.048861 -0.03 -0.11 0.06
H 2.904938 -2.701483 3.511191 -0.19 -0.11 -0.01
H 2.298208 -4.295893 5.184211 0.00 0.07 0.36
H 0.723008 -3.705943 4.663421 0.36 0.16 -0.60
Cl 3.283508 2.597967 0.087181 -1.13 0.76 -0.13
C 4.701728 1.686997 -0.351829 0.64 0.34 -0.14
C 5.689818 1.883407 0.761861 0.20 -1.36 0.92
Cl 6.137118 3.551337 1.089821 0.06 0.19 -0.13
H 5.133898 2.067037 -1.277519 -0.40 -0.17 -0.21
H 4.345528 0.658427 -0.408869 0.52 -0.12 -0.20
H 6.610038 1.311147 0.644371 0.01 0.07 -0.43
H 5.213548 1.443737 1.638191 0.09 0.43 0.34
Cl -2.575562 3.857747 -3.628889 0.11 0.03 0.35
C -1.773372 3.832307 -2.042319 1.24 -0.40 0.95
C -0.273112 3.446877 -2.107749 -1.05 -0.51 0.37
Cl 0.554358 4.530647 -3.216979 0.51 -0.07 -0.15
H -2.287492 3.125027 -1.391529 -0.10 -0.09 -0.20
H -1.777112 4.788267 -1.518629 -0.54 0.28 -0.59
H -0.121952 2.391407 -2.334079 0.00 0.10 -0.80
H 0.185538 3.503537 -1.120569 -0.13 0.55 0.08
Cl 5.906588 -1.241223 2.637481 -0.33 -1.41 -0.41
C 5.509998 -2.997053 2.176461 0.99 0.63 0.54
C 4.799418 -3.119693 0.864491 0.13 0.66 -0.21
Cl 3.375088 -2.093033 0.774391 -0.98 0.25 0.32
H 5.031338 -3.450983 3.044181 -0.24 0.20 -0.23
H 6.465948 -3.500293 2.031501 0.12 0.13 0.25
H 4.509068 -4.151923 0.668791 0.12 0.08 -0.06
H 5.424488 -2.697963 0.077391 0.21 -0.52 0.01